Computed, not measured: a cluster of 2 separate species, C6H14NO in total at a distorted geometry, with the ωB97M-V functional and the def2-TZVPD basis.

Atoms and positions in Å:
C: 2.3778 0.8525 0.3924
C: -2.3014 -0.5222 1.2333
C: -1.0574 1.2187 0.0139
C: -1.2238 -1.0346 -0.9295
C: 2.2457 -0.4514 0.3148
C: -1.5092 -0.0879 0.1046
N: 1.6582 -0.9486 -0.8156
O: 1.9282 1.7152 -0.5914
H: 2.5824 1.1937 1.4008
H: -2.2099 0.2803 1.9533
H: -3.1970 -0.9229 0.9163
H: -1.6550 -1.2561 1.7194
H: -1.4495 1.7719 -0.8502
H: -1.0042 1.7001 0.9677
H: -0.0207 1.3716 -0.2479
H: -1.2206 -0.8180 -1.9631
H: -1.8657 -1.9755 -0.8579
H: -0.0893 -1.3631 -0.7871
H: 2.3305 -1.0391 1.2218
H: 2.0747 2.6550 -0.4900
H: 1.7743 -0.3686 -1.6485
H: 1.8318 -1.9712 -1.0571

- HOMO-LUMO gap (eV) = 6.7819
- HOMO level (eV) = -11.87
- charge = +1
- calculated total energy (eV) = -9976.8701

Computed, not measured: a cluster of 2 separate species, C6H14NO4 in total at a distorted geometry, with the ωB97M-V functional and the def2-TZVPD basis.

Atoms and positions in Å:
C: -2.4094 0.7227 -0.9984
C: -2.1954 1.4189 0.3121
C: -1.2002 -0.2604 -1.1100
C: -1.6636 0.2846 1.2170
C: 0.2804 -1.0612 0.7738
C: 3.3339 0.4266 -0.0205
N: -1.0381 -0.6906 0.2813
O: 0.8482 -1.9704 -0.4448
O: 2.3909 1.2014 0.3409
O: 3.1496 -0.6927 -0.5106
O: 4.5629 0.9877 0.1149
H: -3.3634 -0.0599 -1.1526
H: -2.3244 1.2651 -1.9680
H: -1.3866 2.1260 0.1497
H: -3.1774 1.8248 0.6480
H: -1.3644 -1.2160 -1.7247
H: -0.3272 0.1985 -1.4878
H: -0.8675 0.5932 1.9493
H: -2.3507 -0.2501 1.8755
H: 0.1856 -1.7474 1.6297
H: -1.7545 -1.4350 0.3992
H: 1.3065 -2.5263 0.1756
H: 2.5580 2.0842 0.7240
H: 1.5741 -1.5095 -1.0231
H: 5.2328 0.2856 -0.1507

- HOMO-LUMO gap (eV) = 8.9742
- HOMO level (eV) = -11.71
- charge = +1
- calculated total energy (eV) = -16119.0401

Computed, not measured: the ion C6H14NS with charge -1 at a distorted geometry, with the ωB97M-V functional and the def2-TZVPD basis.

Atoms and positions in Å:
C: 1.9921 2.4489 -1.6991
C: 1.3492 1.3176 -0.9463
C: 1.5304 1.5573 0.6273
N: 0.4779 1.2329 1.6306
C: -0.1803 -0.1609 1.5533
C: -1.3758 -0.2497 0.6242
C: -2.1633 -1.4325 0.0853
S: -0.9160 -2.5317 -0.8576
H: 1.4138 2.5051 -2.7000
H: 1.9889 3.4414 -1.2391
H: 3.0354 2.1681 -1.8408
H: 1.9038 0.4197 -1.2095
H: 0.3423 0.9752 -1.2890
H: 1.8544 2.5891 0.7924
H: 2.3456 0.9279 1.0573
H: -0.2923 1.9782 1.7747
H: 0.6857 -0.8938 1.3423
H: -0.3148 -0.3405 2.6499
H: -1.2083 0.3576 -0.2231
H: -2.1465 0.2996 1.3429
H: -2.2207 -2.1981 0.9576
H: -2.9911 -1.2384 -0.5767

- HOMO-LUMO gap (eV) = 5.8069
- SMILES string = CCCNCCC[S-]
- HOMO level (eV) = -2.26
- charge = -1
- calculated total energy (eV) = -18772.8645

Computed, not measured: the ion C6H14NS2 with charge +1 at a distorted geometry, with the ωB97M-V functional and the def2-TZVPD basis.

Atoms and positions in Å:
C: 1.1223 -2.7454 0.3881
C: 0.9915 -1.2404 0.4252
C: -0.1731 -0.6775 -0.3909
S: -0.2951 -1.3893 -2.1334
N: -1.5207 -0.6203 0.1644
C: -0.5306 0.7800 -0.4593
S: -1.3323 1.3025 -1.9520
C: -0.2027 1.7273 0.6189
C: 0.5521 2.9567 0.1558
H: 0.2939 -3.0567 0.8868
H: 2.0161 -3.0427 0.9227
H: 1.1936 -3.1475 -0.6485
H: 1.8779 -0.6690 0.2336
H: 0.8613 -1.1133 1.5630
H: -0.2701 -2.6545 -1.7377
H: -1.6090 -0.8974 1.1588
H: -2.1017 -1.1624 -0.5194
H: -1.9284 2.3407 -1.3028
H: -1.1473 2.0384 1.1288
H: 0.2369 1.2534 1.4077
H: 1.2481 3.4198 0.9668
H: -0.3102 3.6713 -0.1274
H: 1.0274 2.9262 -0.7493

- HOMO-LUMO gap (eV) = 9.6064
- SMILES string = CC[C@@]1(S)[NH2+][C@@]1(S)CC
- HOMO level (eV) = -13.52
- charge = +1
- calculated total energy (eV) = -29600.6573

Computed, not measured: a structure of composition C6H14O, with the ωB97M-V functional and the def2-TZVPD basis.

Atoms and positions in Å:
C: -2.7032 0.9808 -0.4238
O: -1.4280 0.6757 -0.5730
C: -0.6588 0.2178 0.3657
C: 0.7641 -0.1315 0.0223
C: 1.2276 -1.2132 1.0075
C: 0.8604 -0.6578 -1.4132
C: 1.6578 1.1146 0.1787
H: -2.8243 -0.8883 0.2528
H: -3.1603 1.3503 -1.3316
H: -3.0239 1.3308 0.5537
H: -2.1652 -1.2181 0.5372
H: -0.9413 0.4472 1.3943
H: 1.1192 -0.8764 2.0460
H: 2.2846 -1.4527 0.8419
H: 0.6395 -2.1291 0.8849
H: 0.5500 0.1025 -2.1372
H: 0.2207 -1.5364 -1.5501
H: 1.8946 -0.9424 -1.6389
H: 1.3390 1.9103 -0.5039
H: 2.7039 0.8704 -0.0447
H: 1.6135 1.5056 1.2023

- HOMO-LUMO gap (spin up / spin down) (eV) = 8.0530 / 8.1025
- HOMO level (spin up / spin down) (eV) = -7.29 / -7.33
- charge = 0
- calculated total energy (eV) = -8492.4931

Computed, not measured: the molecule C6H14O, with the ωB97M-V functional and the def2-TZVPD basis.

Atoms and positions in Å:
C: -1.6449 -0.6188 -1.0949
C: -1.1056 -0.3200 0.3042
C: -2.1677 0.3803 1.1505
C: 0.1846 0.5058 0.2708
C: 1.3720 -0.2037 -0.3745
C: 2.6700 0.5680 -0.1770
O: 1.4592 -1.4947 0.2138
H: -2.5484 -1.2361 -1.0367
H: -0.9161 -1.1631 -1.7054
H: -1.9100 0.3066 -1.6236
H: -0.8524 -1.2732 0.7821
H: -3.0831 -0.2197 1.2060
H: -2.4355 1.3562 0.7249
H: -1.8123 0.5471 2.1739
H: 0.4619 0.7762 1.2988
H: 0.0137 1.4519 -0.2622
H: 1.1832 -0.3042 -1.4532
H: 2.8626 0.7149 0.8888
H: 2.6233 1.5511 -0.6537
H: 3.5215 0.0282 -0.6034
H: 1.9505 -2.0662 -0.3840

- HOMO-LUMO gap (eV) = 11.1853
- SMILES string = CC(C)C[C@@H](C)O
- HOMO level (eV) = -10.24
- charge = 0
- calculated total energy (eV) = -8496.7452

Computed, not measured: a structure of composition C6H14O at a distorted geometry, with the ωB97M-V functional and the def2-TZVPD basis.

Atoms and positions in Å:
C: -0.7031 -0.2102 -0.9615
C: 0.0384 0.8747 -1.7322
C: 1.5172 0.6329 -1.4656
C: 1.6537 0.4574 0.0318
C: 0.6507 -0.6020 0.4083
O: -1.1695 0.4231 1.6589
C: -1.7670 -0.7233 2.1996
H: -1.7901 0.0690 -0.9309
H: -1.0287 0.2281 0.7136
H: -0.7066 -1.1664 -1.4850
H: -0.1709 0.8568 -2.8111
H: -0.2519 1.8743 -1.3756
H: 1.7952 -0.3220 -1.9315
H: 2.1541 1.4224 -1.8587
H: 1.4295 1.3956 0.5655
H: 2.6693 0.1676 0.3289
H: 0.8341 -1.5984 0.0397
H: 0.6563 -0.6888 1.5178
H: -1.8788 -1.5533 1.4763
H: -2.7486 -0.4207 2.5661
H: -1.1832 -1.1167 3.0454

- HOMO-LUMO gap (eV) = 10.3413
- HOMO level (eV) = -9.26
- charge = 0
- calculated total energy (eV) = -8493.6986

Computed, not measured: a structure of composition C6H14O at a distorted geometry, with the ωB97M-V functional and the def2-TZVPD basis.

Atoms and positions in Å:
C: -1.5472 -0.7371 -1.0843
C: -1.0875 -0.3429 0.3207
C: -2.1937 0.4310 1.0401
C: 0.2004 0.4881 0.3138
C: 1.4446 -0.2353 -0.1425
C: 2.7372 0.5315 -0.0502
O: 1.5332 -1.5675 0.2419
H: -2.4952 -1.2850 -1.0376
H: -0.8268 -1.3864 -1.5942
H: -1.7058 0.1512 -1.7099
H: -0.8681 -1.2592 0.8823
H: -3.1186 -0.1553 1.0840
H: -2.4195 1.3695 0.5161
H: -1.9045 0.6821 2.0678
H: 0.4057 0.8352 1.3354
H: 0.0984 1.3781 -0.3208
H: 1.2798 -0.3512 -1.4628
H: 2.9870 0.6939 1.0041
H: 2.6291 1.4961 -0.5570
H: 3.5470 -0.0465 -0.5058
H: 1.3797 -1.3485 -0.8862

- HOMO-LUMO gap (eV) = 10.7380
- HOMO level (eV) = -9.86
- charge = 0
- calculated total energy (eV) = -8493.7777

Computed, not measured: a structure of composition C6H14O, with the ωB97M-V functional and the def2-TZVPD basis.

Atoms and positions in Å:
C: -3.2983 0.1753 -0.3723
C: -2.2029 0.0836 0.5096
C: -1.0306 -0.7169 0.1579
C: 0.2852 -0.5758 0.8719
C: 1.3508 -0.0038 -0.0608
O: 2.5598 0.0641 0.6531
C: 3.6011 0.5997 -0.1207
H: -3.5996 -0.7042 -0.9370
H: -1.9874 0.4405 -1.6083
H: -4.0854 0.8954 -0.1687
H: -1.9799 0.9569 1.1258
H: -2.1809 -0.8551 1.2253
H: -1.2293 -1.6512 -0.3653
H: -1.2130 0.1355 -1.5695
H: 0.6550 -1.5318 1.2613
H: 0.1829 0.1066 1.7246
H: 1.4609 -0.6426 -0.9538
H: 1.0426 0.9948 -0.4128
H: 3.8011 -0.0161 -1.0119
H: 4.4969 0.6208 0.5047
H: 3.3709 1.6243 -0.4529

- HOMO-LUMO gap (eV) = 8.3289
- HOMO level (eV) = -7.44
- charge = 0
- calculated total energy (eV) = -8491.0094

Computed, not measured: a cluster of 2 separate species, C6H14O in total at a distorted geometry, with the ωB97M-V functional and the def2-TZVPD basis.

Atoms and positions in Å:
C: -1.0141 -1.5786 -1.6901
C: 0.1526 -1.1115 -0.7818
C: 0.0879 -0.3755 0.3193
C: -0.8265 -0.6493 1.5074
C: 1.0819 0.7345 0.6006
C: 2.4920 0.1035 0.9183
H: -0.6343 -1.5265 -2.7124
H: -1.5425 -2.4650 -1.3103
H: -1.7891 -0.7916 -1.6867
H: 1.1418 -1.1520 -1.2497
H: -0.6365 -1.5294 2.1149
H: -1.7683 -0.6285 0.9309
H: -0.9187 0.2266 2.1212
H: 0.5863 1.3966 1.3063
H: 1.2571 1.2892 -0.3351
H: 2.5393 -0.2577 1.9470
H: 3.2106 0.9108 0.8175
H: 2.7070 -0.6142 0.1374
O: -1.6141 2.2779 -0.6596
H: -1.0995 1.5936 -1.1166
H: -2.0549 2.6984 -1.3928

- HOMO-LUMO gap (eV) = 8.9700
- SMILES string = C/C=C(\C)CC.O
- HOMO level (eV) = -8.17
- charge = 0
- calculated total energy (eV) = -8494.5507

Computed, not measured: the molecule C6H14O, with the ωB97M-V functional and the def2-TZVPD basis.

Atoms and positions in Å:
C: -3.6724 0.2677 0.2411
C: -2.3977 -0.5284 -0.0369
C: -1.1613 0.3556 -0.0057
O: -0.0192 -0.4646 -0.0224
C: 1.1817 0.2673 -0.0339
C: 2.3430 -0.7095 -0.0653
C: 3.6917 0.0015 -0.1235
H: -3.7240 1.1629 -0.3921
H: -4.5682 -0.3307 0.0441
H: -3.7138 0.5975 1.2873
H: -2.2725 -1.3216 0.7092
H: -2.4485 -1.0173 -1.0179
H: -1.1625 1.0019 0.8931
H: -1.1622 1.0261 -0.8844
H: 1.2466 0.9161 0.8585
H: 1.2158 0.9306 -0.9172
H: 2.2150 -1.3629 -0.9363
H: 2.2840 -1.3508 0.8223
H: 3.8610 0.6098 0.7728
H: 3.7501 0.6659 -0.9939
H: 4.5135 -0.7172 -0.1990

- HOMO-LUMO gap (eV) = 10.9504
- SMILES string = CCCOCCC
- HOMO level (eV) = -9.77
- charge = 0
- calculated total energy (eV) = -8496.3005

Computed, not measured: the molecule C6H14O, with the ωB97M-V functional and the def2-TZVPD basis.

Atoms and positions in Å:
C: -2.3472 0.7039 1.5547
O: -1.0142 0.7813 1.1372
C: -0.7381 -0.3224 0.3192
C: 0.6186 -0.1635 -0.3750
C: 0.6917 -1.2672 -1.4304
C: 0.7050 1.2181 -1.0319
C: 1.8092 -0.3132 0.5857
H: -2.9806 0.4489 0.6787
H: -2.6120 1.6669 1.9982
H: -2.4845 -0.0963 2.2982
H: -1.5796 -0.4061 -0.4145
H: -0.7714 -1.2578 0.9100
H: 0.6091 -2.2576 -0.9642
H: 1.6408 -1.2252 -1.9756
H: -0.1243 -1.1616 -2.1539
H: 0.7128 2.0116 -0.2776
H: -0.1469 1.3969 -1.6966
H: 1.6235 1.2969 -1.6254
H: 1.8160 0.4587 1.3613
H: 2.7474 -0.2218 0.0211
H: 1.8245 -1.2906 1.0808

- HOMO-LUMO gap (eV) = 10.7438
- SMILES string = COCC(C)(C)C
- HOMO level (eV) = -9.82
- charge = 0
- calculated total energy (eV) = -8496.2286

Energy above the lowest of the compared OMol25 structures with the same formula, charge and spin
In order: 77.8, 45.6, 53.5, 32.4, 101.4, 3.4, 73.6, 71.8, 135.7, 54.0, 13.6, 15.3
Unit: kcal per mole
Molar mass
In order: 116.18, 164.18, 132.25, 164.32, 102.18, 102.18, 102.18, 102.18, 102.18, 102.18, 102.18, 102.18
Unit: g/mol